21
Properties=species:S:1:pos:R:3:forces:R:3 method="wB97M-V/def2-TZVPD" e_lumo_ev=-4.0 gap_ev=8.107 relative_energy_kcal_mol=68.6 e_homo_ev=-12.071 total_charge=+1 multiplicity=1
C -2.346 -1.112 0.169 0.985 0.445 -0.609
C -1.669 -1.110 1.426 2.207 0.521 2.052
C -1.612 -0.904 -0.967 -2.990 -0.446 -0.616
C -0.423 -0.644 1.653 -0.445 0.713 -3.695
C -0.142 -0.820 -0.922 2.683 -0.635 -0.571
C 0.318 -0.003 0.309 -4.076 -1.394 1.896
C 2.800 0.048 0.369 -3.993 -0.028 0.022
N 0.796 -1.345 -1.675 -1.699 1.673 2.755
N 1.640 0.054 0.476 4.880 -0.443 -0.378
N -0.167 2.631 -0.248 -3.429 0.858 -2.612
S 4.397 0.197 0.159 1.961 -0.103 -0.314
H -3.418 -1.263 0.330 0.245 0.153 -1.190
H -2.142 -1.403 2.339 -0.737 -0.469 0.152
H -2.235 -0.821 -1.919 1.508 -0.340 1.039
H 0.037 -0.622 2.617 0.345 0.196 0.272
H -0.034 1.105 0.144 0.131 -0.810 0.274
H 0.449 -2.013 -2.321 -0.680 -0.383 -1.156
H -1.251 2.921 -0.318 3.367 -0.444 0.921
H 0.105 2.755 -1.250 0.115 -0.102 1.157
H 0.413 3.218 0.319 -0.266 0.792 0.289
H 4.483 -0.868 -0.692 -0.110 0.246 0.312



22
Properties=species:S:1:pos:R:3:forces:R:3 method="wB97M-V/def2-TZVPD" e_lumo_ev=-4.2 gap_ev=8.503 relative_energy_kcal_mol=9.0 e_homo_ev=-12.656 total_charge=+1 smiles="[H]/N=P/C/C(N)=[NH+]/c1ccccn1" multiplicity=1
H 2.070 -0.625 -3.346 -1.023 -0.511 0.673
N 1.183 -0.852 -2.825 0.264 -1.561 -0.696
P 0.768 -2.396 -2.878 -0.022 2.158 -0.140
C -0.890 -2.412 -1.858 1.891 -1.134 2.863
C -0.559 -1.598 -0.519 -0.612 -0.104 -1.995
N -0.237 -2.132 0.625 0.249 -2.206 1.993
N -0.508 -0.246 -0.624 -0.496 -0.656 0.559
C -0.143 0.698 0.337 -1.370 3.137 -0.331
C -0.418 2.080 0.138 0.138 -0.957 -0.814
C 0.122 3.060 1.023 -0.966 -1.596 -2.569
C 0.802 2.607 2.095 0.496 -2.661 1.895
C 0.816 1.197 2.311 0.832 2.309 -0.746
N 0.391 0.329 1.433 1.002 -2.463 1.875
H -0.967 -3.570 -1.656 -0.242 2.362 -0.011
H -1.811 -2.027 -2.260 -0.162 0.146 -0.610
H -0.278 -3.193 0.897 0.028 2.916 -1.320
H 0.019 -1.434 1.393 -0.059 -0.723 -0.942
H -0.934 0.275 -1.352 -0.241 -0.668 -1.489
H -1.001 2.254 -0.784 0.503 0.796 0.637
H 0.106 4.064 0.691 -0.296 0.994 0.133
H 1.343 3.146 2.852 -0.112 0.707 -0.174
H 1.413 0.787 3.077 0.195 -0.286 1.209



22
Properties=species:S:1:pos:R:3:forces:R:3 method="wB97M-V/def2-TZVPD" e_lumo_ev=0.2 gap_ev=8.857 relative_energy_kcal_mol=35.4 e_homo_ev=-8.662 smiles="Cc1nnc(NC2=NCCC2)s1" multiplicity=1
C -4.143 -0.184 -0.648 -1.876 0.276 0.745
C -2.748 -0.680 -0.121 1.250 -1.523 -1.544
N -2.307 -1.944 0.071 -2.723 1.724 -0.438
N -0.968 -2.143 0.132 -0.312 1.472 0.398
C -0.322 -1.031 0.027 1.504 1.389 -1.596
N 1.159 -1.073 -0.082 -4.140 -2.217 1.008
C 1.892 0.036 0.123 3.014 1.092 3.116
N 2.999 0.046 0.854 -2.909 -0.647 -2.476
C 3.548 1.364 0.735 1.677 1.130 1.014
C 2.664 2.340 -0.111 -3.545 -0.949 3.979
C 1.352 1.380 -0.226 0.245 1.218 3.413
S -1.395 0.424 -0.294 0.449 -2.075 0.740
H -4.982 -1.008 -0.349 2.094 2.046 -0.933
H -4.469 0.850 -0.129 0.880 -2.459 -0.889
H -4.212 0.098 -1.816 0.576 -1.166 2.680
H 1.353 -1.944 0.457 0.788 1.064 -0.691
H 3.870 1.711 1.825 -0.617 -0.306 -2.443
H 4.396 1.289 0.070 1.166 -0.202 0.663
H 3.051 2.548 -1.081 0.337 0.634 -0.392
H 2.406 3.200 0.651 0.506 -1.070 -2.424
H 0.523 1.559 0.642 2.227 0.103 -1.666
H 0.745 1.361 -1.062 -0.593 0.465 -2.264



22
Properties=species:S:1:pos:R:3:forces:R:3 method="wB97M-V/def2-TZVPD" e_lumo_ev=0.7 gap_ev=9.224 relative_energy_kcal_mol=52.0 e_homo_ev=-8.570 smiles=CSc1nc(N)nc(C2CC2)n1 multiplicity=1
C 0.765 -1.564 3.458 0.055 3.985 -1.294
S 0.877 -2.642 1.974 0.903 -2.696 4.146
C 0.617 -1.628 0.753 -3.277 4.723 -0.575
N 0.586 -2.147 -0.426 -0.160 -0.284 -4.201
C 0.128 -1.355 -1.480 1.505 2.885 5.903
N -0.123 -1.968 -2.610 3.371 -5.820 4.090
N 0.042 0.050 -1.217 0.014 -5.484 -5.031
C 0.099 0.417 0.002 -0.989 -0.364 2.590
C -0.142 1.837 0.094 -1.802 4.085 -3.166
C -1.539 2.230 -0.667 1.874 -1.346 -2.112
C -0.131 2.544 -1.458 -1.659 1.229 1.458
N 0.127 -0.369 1.091 2.070 -0.280 -1.321
H 1.748 -0.984 3.505 -1.058 -1.004 0.152
H -0.010 -0.510 3.225 1.844 -3.997 0.983
H 0.676 -2.201 4.345 -0.438 0.386 -0.315
H -0.343 -1.478 -3.347 -1.188 2.967 -5.015
H 0.510 -2.885 -2.635 -2.345 2.614 -0.456
H 0.171 2.525 0.902 -0.138 -0.922 -0.477
H -2.047 1.259 -1.113 0.953 2.281 1.196
H -2.249 3.099 -0.453 1.442 -1.360 0.139
H 0.061 3.700 -1.430 -0.159 -2.373 0.149
H 0.178 2.070 -2.513 -0.819 0.773 3.159



22
Properties=species:S:1:pos:R:3:forces:R:3 method="wB97M-V/def2-TZVPD" e_lumo_ev="-5.3 / -5.2" gap_ev="7.012 / 6.935" relative_energy_kcal_mol=145.2 e_homo_ev="-12.353 / -12.133" total_charge=+1 multiplicity=1
C -0.994 1.961 -3.280 0.286 -0.991 -1.883
C -0.618 1.206 -1.394 2.678 -3.714 2.924
C -0.056 0.332 -2.316 -2.672 3.237 -1.221
C 0.676 -1.499 -1.174 1.874 -2.157 -0.193
C -0.133 -0.144 0.671 -2.523 3.073 -1.293
C 1.109 -2.140 1.123 1.237 -0.489 0.178
C 0.025 0.449 3.160 -1.789 -0.858 -0.582
N -0.428 0.826 -3.612 0.759 0.744 2.926
N 0.567 -0.816 -2.195 -0.221 -1.187 -0.614
N -1.133 2.267 -1.971 -1.567 2.277 0.327
N 0.434 -1.187 0.204 0.646 -1.045 0.701
N -0.593 0.349 1.823 -1.552 2.348 -1.940
H -1.313 2.596 -4.023 -0.889 1.604 -1.348
H 1.155 -2.503 -1.370 -0.541 1.011 1.154
H 1.022 -1.789 2.156 0.399 -0.081 -0.496
H 0.702 -3.153 1.138 -0.339 0.239 -0.548
H 2.174 -2.203 0.748 -1.111 0.135 0.873
H 0.521 1.368 3.421 0.004 0.474 -0.346
H 0.686 -0.343 3.026 1.531 -1.068 1.428
H -0.828 0.209 3.815 0.852 0.085 0.289
H -1.567 3.173 -1.618 0.973 -2.047 -0.452
H -1.409 1.041 1.669 1.966 -1.592 0.115



23
Properties=species:S:1:pos:R:3:forces:R:3 method="wB97M-V/def2-TZVPD" e_lumo_ev=-0.6 gap_ev=7.615 relative_energy_kcal_mol=37.9 e_homo_ev=-8.249 multiplicity=1
C -2.978 -1.945 0.622 -1.516 -3.071 -1.114
O -2.331 -0.991 -0.153 1.803 1.469 0.622
N -1.193 -0.641 0.623 0.263 0.533 -0.576
C -0.400 0.283 0.172 -2.773 -0.521 1.043
C -0.593 1.089 -1.003 1.815 0.799 0.157
C 0.176 2.192 -1.163 -0.385 -0.696 0.403
C 1.055 2.737 -0.137 0.178 -1.316 -0.549
C 1.335 1.924 0.889 1.364 2.538 1.033
C 0.645 0.678 1.153 -0.031 -2.199 2.997
S 1.860 -0.845 1.402 -0.343 1.467 0.228
P 3.070 -0.106 -0.188 -1.189 1.253 0.043
O 2.310 -0.947 -1.366 -0.178 0.356 -0.604
O 4.328 -1.011 -0.098 2.682 1.846 0.515
H -3.480 -2.648 -0.169 1.059 0.839 1.596
H -3.803 -1.645 1.263 -0.055 0.976 -0.032
H -2.269 -2.461 1.296 -0.288 -0.037 -0.737
H -1.174 0.753 -1.808 -0.824 -0.561 -0.809
H 0.213 2.584 -2.139 -0.239 0.987 -0.937
H 1.672 3.602 -0.353 -0.321 0.086 0.204
H 2.107 2.328 1.601 -0.865 -0.985 -0.513
H 0.211 0.657 2.243 0.624 0.277 -2.147
H 1.461 -0.493 -1.456 -0.295 -0.297 -0.502
H 4.093 -1.884 -0.179 -0.484 -3.743 -0.319



22
Properties=species:S:1:pos:R:3:forces:R:3 method="wB97M-V/def2-TZVPD" e_lumo_ev=3.8 gap_ev=7.339 relative_energy_kcal_mol=24.5 e_homo_ev=-3.584 total_charge=-1 smiles="C=C(CC)O/C(C(=O)O)=C(/N)[O-]" multiplicity=1
C 2.251 0.599 1.595 -1.458 0.371 1.066
C 1.250 0.309 0.786 -0.768 -0.511 0.052
C 1.499 -0.264 -0.568 -0.517 -2.980 0.529
C 1.523 0.744 -1.662 0.395 1.627 0.268
O -0.018 0.536 1.222 -2.194 -1.167 -1.164
C -1.210 -0.081 0.493 0.307 2.283 -0.346
C -1.913 0.822 -0.408 1.593 -2.185 0.120
O -2.864 0.432 -1.086 0.159 1.430 0.267
O -1.258 2.052 -0.665 -0.657 0.183 1.990
C -1.553 -1.460 0.656 3.000 -0.058 2.541
N -2.751 -1.969 0.293 -2.681 1.002 -1.024
O -0.712 -2.234 1.235 -1.303 0.742 -1.081
H 3.200 0.445 1.273 2.731 -0.449 -0.979
H 2.142 0.880 2.618 -0.399 0.363 0.463
H 2.460 -0.823 -0.524 -0.409 0.433 0.079
H 0.712 -1.128 -0.728 1.305 1.834 0.102
H 1.934 0.241 -2.566 -0.957 0.841 0.097
H 2.181 1.627 -1.388 -0.076 -1.189 -0.275
H 0.545 1.259 -1.604 0.214 -0.643 -1.365
H -0.836 2.307 0.217 -0.493 -0.704 -1.669
H -3.634 -1.420 0.190 1.844 -0.123 -0.165
H -2.950 -2.875 0.621 0.365 -1.099 0.495



20
Properties=species:S:1:pos:R:3:forces:R:3 method="wB97M-V/def2-TZVPD" e_lumo_ev="-3.2 / -7.2" gap_ev="6.185 / 6.398" relative_energy_kcal_mol=93.8 e_homo_ev="-9.380 / -13.591" total_charge=+1 multiplicity=3 s_squared=2.0470
C -1.687 0.019 2.766 -3.279 -4.085 0.027
C -0.800 1.026 2.501 2.848 4.957 0.107
C -1.708 -1.023 1.842 -0.020 0.638 1.799
C -0.031 1.136 1.355 0.022 -1.453 -0.994
C -0.860 -1.050 0.728 -2.640 -2.894 1.382
C 0.007 0.050 0.460 2.066 1.356 -1.750
C 2.286 1.065 -0.901 -0.712 1.232 0.377
N 0.538 0.047 -2.531 0.399 -0.726 0.022
O 1.705 -1.491 -0.557 -0.053 0.655 0.076
S 1.025 -0.151 -1.132 -1.307 1.530 2.191
H -2.384 0.003 3.636 0.908 0.171 -0.833
H -0.719 1.811 3.281 0.251 -0.348 -0.776
H -2.289 -1.841 2.244 -0.109 -0.541 -1.090
H 0.629 1.917 1.120 0.523 1.325 0.420
H -0.856 -2.013 0.240 0.415 0.132 -0.487
H 3.244 0.781 -1.298 0.164 -0.408 -0.476
H 2.377 1.097 0.195 0.130 0.368 -0.406
H 1.926 2.044 -1.373 0.445 -1.479 0.804
H -0.193 -0.467 -3.013 -0.033 -0.069 0.442
H 1.738 -2.284 -1.091 -0.017 -0.362 -0.835